Entry from the OMol25 dataset: the ion C3H3N8OP with charge -2 at a distorted geometry (the ωB97M-V functional and the def2-TZVPD basis).

```
16
Properties=species:S:1:pos:R:3:forces:R:3
C -3.3461 1.0039 -0.3211 0.9370 -1.0587 1.1814
C -1.2701 1.3493 -1.9031 1.0580 0.1927 -0.5494
C 0.3569 -0.2607 0.1836 1.1256 -1.6070 0.0061
N -5.2839 1.0646 0.3652 -2.2871 -1.1786 0.5431
N 0.2903 2.3848 -2.8673 0.5390 0.5595 -0.7634
N -4.3965 0.2027 -0.1620 -1.4234 2.2611 0.1056
N 0.0481 1.2871 -2.1865 -0.4733 0.0068 -0.2776
N -3.5001 2.2182 0.2541 0.8847 -0.0822 -1.4881
N -1.8163 2.4466 -2.4225 -0.4344 -0.2115 -0.1496
N -4.7673 2.2388 0.5917 0.1053 -0.6342 0.4540
N -0.8204 3.0606 -3.0421 0.3123 0.3574 0.0444
O -0.9842 -0.0449 0.3282 -1.9439 0.0220 0.6905
P -2.0423 0.0262 -1.0080 0.9672 0.1418 0.4913
H 0.8894 -0.0029 1.1357 -0.3360 -0.2345 -0.7967
H 0.6563 0.2841 -0.6705 1.2749 1.0111 -0.3265
H 0.6133 -1.3198 -0.1556 -0.3058 0.4543 0.8348
```
Forces are in eV/Å.

As for the spin multiplicity: 1. The largest force on an atom is 0.0520 Eh/bohr. The LUMO energy comes out at 6.33 eV. Its SMILES is COP(c1nn[n-]n1)c1nn[n-]n1. Its charge is -2. The energy above the lowest of the compared OMol25 structures with the same formula, charge and spin is 79.9 kJ/mol. The highest occupied orbital energy comes out at -1.4337 eV. The HOMO-LUMO gap comes out at 7.77 eV.

=====

Entry from the OMol25 dataset: a structure of composition C8H17NO at a distorted geometry (the ωB97M-V functional and the def2-TZVPD basis).

```
27
Properties=species:S:1:pos:R:3:forces:R:3
C 1.3352 -0.5068 -0.1960 0.6278 1.6388 0.3412
C -0.0085 0.0658 -0.3543 -0.2309 -0.2297 1.6480
C 0.3664 1.1046 0.6563 2.8425 -1.8600 -1.7174
C -1.1574 -0.7261 0.1549 -2.1709 3.4252 1.2375
C -2.0939 0.7913 0.8979 -1.6040 -3.6379 -1.0151
C 2.2822 -0.4409 -1.3602 0.3136 0.5232 0.2925
C 1.7672 -1.4307 0.9079 -0.2030 0.0496 0.0273
C -2.0204 -1.4174 -0.8689 -0.1896 0.0681 0.3029
N 0.6264 2.4208 0.2596 -0.1084 1.1833 -0.3063
O -2.4994 1.7411 -0.0507 0.7441 -0.0503 0.0642
H -1.7689 2.3635 -0.1717 0.0766 -0.0201 -0.0882
H -0.1954 0.5067 -1.3344 0.0085 -0.0279 0.0492
H 0.4591 0.8856 1.7162 -0.3018 -0.1639 -0.3076
H -0.9553 -1.3094 1.0508 0.1669 -0.0463 -0.0947
H 1.3292 2.5586 -0.4556 -0.1668 -0.1304 -0.0209
H 0.7696 3.1021 0.9945 0.1796 -0.4014 0.0725
H -1.8402 1.2248 1.8737 0.6715 -0.2435 -0.3989
H -2.9724 0.1700 1.0810 -0.4461 0.3906 0.2336
H 1.9144 0.2153 -2.1499 -0.0270 -0.0142 -0.0277
H 3.2739 -0.0726 -1.0638 -0.0262 -0.1073 -0.0672
H 2.4337 -1.4339 -1.7974 -0.0415 -0.0580 0.0113
H 1.8232 -2.4674 0.5588 -0.0424 -0.1192 0.0181
H 1.1006 -1.3961 1.7702 -0.0203 -0.0888 -0.0339
H 2.7692 -1.1712 1.2734 -0.1159 0.0005 -0.1355
H -1.4600 -2.1742 -1.4220 0.0662 -0.0089 -0.0075
H -2.8647 -1.9140 -0.3884 -0.0311 -0.0515 -0.0805
H -2.4139 -0.6896 -1.5820 0.0286 -0.0201 0.0031
```
Forces are in eV/Å.

As for the spin multiplicity: 1. The largest force on an atom is 0.0825 Eh/bohr. The LUMO energy comes out at 0.82 eV. Its charge is 0. The energy above the lowest of the compared OMol25 structures with the same formula, charge and spin is 518.7 kJ/mol. The highest occupied orbital energy comes out at -6.4693 eV. The HOMO-LUMO gap comes out at 7.29 eV.

=====

Entry from the OMol25 dataset: a cluster of 2 separate species, C4H12 in total at a distorted geometry (the ωB97M-V functional and the def2-TZVPD basis).

```
16
Properties=species:S:1:pos:R:3:forces:R:3
C -0.9814 -1.7503 -1.3521 0.1918 -1.0177 -0.5560
C -1.7380 -1.8817 -0.0160 1.3014 0.9835 -1.0250
H -0.4368 -2.6876 -1.5600 0.4680 0.4149 0.5573
H -1.5959 -1.7884 -2.2461 -0.7751 0.5923 0.0773
H -0.3197 -0.8943 -1.4620 0.0978 -0.0244 0.2577
H -0.9923 -1.9293 0.7772 -0.1296 -0.5177 0.1393
H -2.3188 -2.7796 -0.1301 -0.5676 -0.1455 0.6897
H -2.2856 -0.9671 0.2040 -0.5746 -0.2703 -0.1332
C 1.6282 1.7388 0.0335 -0.3435 0.4975 -0.1362
C 1.0100 1.9533 1.4321 0.4447 -0.8479 -0.6954
H 2.2114 0.8211 0.0071 -0.1045 -0.1340 -0.0369
H 0.8918 1.7105 -0.7706 -0.1174 -0.1361 0.0770
H 2.3078 2.5461 -0.2469 0.0676 0.0274 0.2278
H 0.7124 2.9684 1.6428 0.1900 0.3847 0.0187
H 1.7878 1.5995 2.1058 -0.2651 0.3330 0.5803
H 0.1191 1.3407 1.5813 0.1161 -0.1397 -0.0423
```
Forces are in eV/Å.

As for the spin multiplicity: 1. The largest force on an atom is 0.0375 Eh/bohr. The LUMO energy comes out at 1.10 eV. Its SMILES is CC.CC. Its charge is 0. The energy above the lowest of the compared OMol25 structures with the same formula, charge and spin is 31.8 kJ/mol. The highest occupied orbital energy comes out at -11.5108 eV. The HOMO-LUMO gap comes out at 12.61 eV.

=====

Question: Which value of charge does entry 3 give?
Answer: 0

=====

Question: Which formula does entry 1 have?
Answer: C3H3N8OP